DFT (wB97M-V/def2-TZVPD) results for an isolated molecule of C3H4N2O2 at a distorted geometry.

XYZ file:
```
11
Properties=species:S:1:pos:R:3:nbo_charge:R:1
O -1.10 -0.68 -1.69 -0.672
C -0.39 -0.47 -0.35 0.408
C -0.51 -0.78 1.07 -0.392
C 0.43 0.12 1.53 -0.060
N 1.22 0.77 0.55 -0.307
N 0.65 0.36 -0.54 0.093
O 0.64 1.24 -1.61 -0.522
H -1.47 -1.54 -1.66 0.477
H -1.39 -1.39 1.56 0.264
H 0.81 0.26 2.51 0.209
H 1.13 2.12 -1.37 0.504
```

Summary:
charge: 0
SMILES: Oc1ccnn1O

***

DFT (wB97M-V/def2-TZVPD) results for an isolated molecule of C19H23NOS.

XYZ file:
```
45
Properties=species:S:1:pos:R:3:nbo_charge:R:1
C 1.44 4.34 -3.56 -0.626
C 2.05 3.36 -2.61 -0.018
C 3.08 2.53 -3.02 -0.215
C 3.65 1.61 -2.15 -0.200
C 3.20 1.51 -0.84 -0.064
C 3.76 0.48 0.09 -0.247
N 2.88 -0.68 0.15 -0.610
C 1.97 -0.84 1.13 0.697
O 1.93 -0.15 2.13 -0.642
C 1.01 -2.00 0.92 -0.522
C 0.19 -1.88 -0.37 -0.526
S -0.27 -0.17 -0.81 0.183
C -1.13 0.37 0.71 -0.552
C -2.19 -0.60 1.14 -0.072
C -2.17 -1.14 2.42 -0.204
C -3.14 -2.05 2.81 -0.214
C -4.14 -2.44 1.93 -0.018
C -5.20 -3.42 2.35 -0.626
C -4.16 -1.89 0.66 -0.229
C -3.20 -0.98 0.26 -0.146
C 2.17 2.34 -0.42 -0.137
C 1.60 3.25 -1.30 -0.220
H 2.21 4.98 -3.99 0.218
H 0.70 4.96 -3.06 0.214
H 0.96 3.81 -4.38 0.219
H 3.45 2.60 -4.04 0.207
H 4.45 0.97 -2.50 0.204
H 3.82 0.87 1.11 0.241
H 4.75 0.15 -0.23 0.200
H 2.76 -1.19 -0.71 0.390
H 0.33 -2.02 1.77 0.240
H 1.57 -2.93 0.90 0.229
H 0.75 -2.23 -1.24 0.217
H -0.72 -2.47 -0.30 0.234
H -0.38 0.52 1.49 0.243
H -1.56 1.33 0.43 0.237
H -1.39 -0.85 3.11 0.218
H -3.11 -2.47 3.80 0.209
H -5.30 -4.21 1.60 0.217
H -4.95 -3.88 3.30 0.214
H -6.16 -2.92 2.44 0.220
H -4.93 -2.18 -0.04 0.207
H -3.21 -0.57 -0.73 0.211
H 1.81 2.27 0.59 0.214
H 0.80 3.89 -0.95 0.205
```

Summary:
charge: 0
SMILES: Cc1ccc(CNC(=O)CCSCc2ccc(C)cc2)cc1

***

Number 1: highest occupied orbital energy -8.98 eV. Number 2: highest occupied orbital energy -8.32 eV.